Molecular formula: C25H27Cl2CoN7O3S
Method: DFT, ωB97M-V/def2-TZVPD

The calculation puts the lowest unoccupied orbital energy (alpha / beta) at 0.228 / 0.228 eV. The multiplicity is 4. For the total energy, the calculation gives -4279.355459 Eh. Its HOMO-LUMO gap (alpha / beta) is 7.0808 / 7.0832 eV. The relative energy (zero: lowest compared OMol25 entry of this formula, charge and spin) comes out at 0.000 eV. Its expectation value of S² is 3.758. The calculation puts the HOMO energy (alpha / beta) at -6.853 / -6.855 eV.

Cartesian coordinates (Å):
Co 1.45767 0.52452 0.18092
Cl 0.61000 5.40278 4.98573
C 1.19773 4.52010 3.61689
C 0.75099 3.22628 3.40533
C 1.24332 2.47220 2.34604
N 0.87786 1.13234 2.21457
C -0.37177 0.77426 2.00443
O -0.90462 -0.26795 2.45146
C -1.10659 1.63208 0.99723
C -2.34391 2.22395 1.16859
C -2.83848 3.01613 0.14331
C -2.09783 3.15589 -1.01987
C -0.88565 2.49215 -1.12282
N -0.39842 1.75129 -0.13604
C 2.17554 3.04318 1.45070
C 2.60600 4.35260 1.66987
C 2.11897 5.08238 2.74188
Cl 2.64203 6.71936 2.94852
N 2.53560 2.21715 0.39999
C 3.30479 2.60772 -0.63259
O 3.76546 3.71753 -0.87993
C 3.59547 1.44677 -1.55037
C 4.73604 1.44952 -2.33691
C 5.03000 0.32637 -3.09044
C 4.15017 -0.74570 -3.05315
C 3.01057 -0.64970 -2.27405
N 2.73800 0.42020 -1.52797
H 0.02773 2.78972 4.08145
H -2.89201 2.07206 2.08846
H -3.79106 3.51793 0.25204
H -2.44932 3.77081 -1.83619
H -0.28328 2.53978 -2.02199
H 3.31016 4.80202 0.98936
H 5.35693 2.33411 -2.32711
H 5.92267 0.28678 -3.70059
H 4.33758 -1.64646 -3.62084
H 2.27792 -1.44649 -2.25736
C 2.38725 -3.79069 0.79392
C 1.82156 -2.47679 1.27095
N 1.07534 -2.50639 2.37400
O 2.08396 -1.44051 0.65319
H 1.88842 -4.64399 1.24951
H 3.44905 -3.82953 1.03885
H 2.28907 -3.84380 -0.28839
H 0.89412 -3.36825 2.85403
H 0.58628 -1.66038 2.68412
C -4.30807 -2.26218 1.18182
C -3.09996 -2.95556 0.56158
N -2.14432 -1.99255 0.03298
C -1.67174 -1.85413 -1.19328
S -0.21920 -1.04558 -1.55687
N -2.32215 -2.41050 -2.24509
C -3.76025 -2.58938 -2.40528
C -4.09602 -3.99200 -2.90072
H -4.98602 -2.99648 1.61854
H -4.85562 -1.68177 0.43750
H -3.97003 -1.58423 1.96439
H -3.39052 -3.66404 -0.21184
H -2.58063 -3.51898 1.34267
H -1.75812 -1.39129 0.76581
H -1.80947 -2.29489 -3.10421
H -4.13161 -1.85478 -3.12557
H -4.25301 -2.38610 -1.45843
H -3.68248 -4.14920 -3.89736
H -5.17631 -4.13250 -2.94925
H -3.67577 -4.74724 -2.23612

Here are the natural (NBO) charges for atoms 1 to 4, given in e: number 1, Co, carries 1.49; number 2, Cl, carries 0.00; number 3, C, carries -0.06; number 4, C, carries -0.29